*w*
DFT (ωB97M-V/def2-TZVPD) results for a molecular structure, C29H30IN4O6PZr.

Results
HOMO level, eV: -14.51
Net charge: +2
Spin multiplicity: 1
Frontier orbital gap, eV: 7.918

Cartesian coordinates (Å):
Zr: -0.100 0.060 0.202
C: -1.718 1.066 -3.596
C: -2.338 1.665 -2.371
N: -3.574 2.102 -2.472
C: -4.168 2.707 -1.457
C: -3.576 2.881 -0.215
C: -4.353 3.534 0.910
O: -3.600 4.436 1.686
C: -2.274 2.352 -0.036
C: -1.656 2.427 1.258
N: -0.708 1.638 1.650
C: -0.280 1.712 2.985
C: -1.171 1.947 4.037
C: -0.711 2.021 5.338
C: 0.636 1.857 5.621
C: 1.540 1.614 4.596
C: 1.066 1.538 3.301
I: 2.378 1.202 1.631
C: -1.612 1.771 -1.157
O: -0.338 1.398 -1.086
H: -2.345 1.316 -4.448
H: -1.662 -0.021 -3.530
H: -0.714 1.460 -3.748
H: -5.163 3.075 -1.661
H: -4.708 2.757 1.600
H: -5.237 4.024 0.493
H: -3.571 5.297 1.256
H: -2.048 3.190 1.936
H: -2.226 2.056 3.826
H: -1.410 2.230 6.130
H: 0.985 1.908 6.640
H: 2.590 1.486 4.799
C: 2.606 0.762 -2.542
P: 1.833 -0.610 -1.602
C: 1.823 -1.908 -2.917
C: 3.171 -1.255 -0.535
C: 2.845 -2.351 0.266
C: 3.788 -2.897 1.116
C: 5.050 -2.325 1.205
C: 5.372 -1.222 0.431
C: 4.437 -0.686 -0.441
H: 2.821 1.611 -1.892
H: 1.912 1.082 -3.320
H: 3.525 0.417 -3.019
H: 2.837 -1.998 -3.307
H: 1.159 -1.622 -3.734
H: 1.516 -2.870 -2.507
H: 1.843 -2.774 0.214
H: 3.545 -3.761 1.713
H: 5.778 -2.731 1.890
H: 6.350 -0.772 0.502
H: 4.698 0.179 -1.032
N: -1.099 -1.661 -1.307
H: -0.907 -1.598 -2.311
H: -2.112 -1.536 -1.200
H: -0.898 -2.629 -1.033
O: 0.134 -1.375 1.611
C: -1.132 -1.488 1.759
O: -1.846 -0.713 1.047
C: -1.722 -2.479 2.654
C: -3.107 -2.680 2.660
C: -3.654 -3.639 3.486
C: -2.813 -4.384 4.304
C: -1.436 -4.199 4.309
C: -0.890 -3.237 3.484
N: -3.415 -5.376 5.212
O: -4.599 -5.558 5.096
O: -2.672 -5.907 5.994
H: -3.738 -2.089 2.014
H: -4.718 -3.826 3.520
H: -0.820 -4.806 4.957
H: 0.173 -3.058 3.470

Here are the Mulliken charges for atoms 1 to 8, given in e: atom 1 (Zr): 0.296, atom 2 (C): -1.095, atom 3 (C): 0.596, atom 4 (N): -0.581, atom 5 (C): -1.077, atom 6 (C): 0.725, atom 7 (C): -0.884, atom 8 (O): -0.529

*x*
DFT (ωB97M-V/def2-TZVPD) results for a molecular structure, C29H30IN4O6PZr.

Results
HOMO level, eV: -14.29
Net charge: +2
Spin multiplicity: 1
Frontier orbital gap, eV: 7.712

Cartesian coordinates (Å):
Zr: 0.326 -0.133 1.162
C: -2.364 -3.545 1.483
C: -1.239 -3.562 0.493
N: -1.321 -4.348 -0.562
C: -0.313 -4.384 -1.450
C: 0.844 -3.656 -1.319
C: 1.918 -3.777 -2.380
O: 1.274 -3.857 -3.636
C: 0.957 -2.787 -0.217
C: 2.222 -2.104 0.081
N: 2.280 -1.081 0.853
C: 3.509 -0.465 1.248
C: 4.558 -0.242 0.373
C: 5.701 0.413 0.815
C: 5.795 0.851 2.127
C: 4.742 0.642 3.013
C: 3.611 -0.005 2.558
I: 1.993 -0.340 3.861
C: -0.124 -2.735 0.688
O: -0.116 -1.902 1.767
H: -3.137 -4.235 1.157
H: -2.791 -2.545 1.572
H: -2.016 -3.839 2.475
H: -0.448 -5.027 -2.310
H: 2.523 -4.666 -2.183
H: 2.585 -2.912 -2.352
H: 1.843 -4.315 -4.263
H: 3.148 -2.538 -0.284
H: 4.474 -0.563 -0.659
H: 6.519 0.582 0.126
H: 6.685 1.363 2.469
H: 4.815 0.974 4.041
C: -1.197 1.564 4.444
P: -1.461 1.154 2.699
C: -3.024 0.234 2.721
C: -1.822 2.725 1.880
C: -1.155 3.889 2.270
C: -1.406 5.090 1.620
C: -2.319 5.134 0.571
C: -2.977 3.978 0.173
C: -2.728 2.773 0.820
H: -0.261 2.095 4.606
H: -1.176 0.641 5.026
H: -2.028 2.182 4.783
H: -3.804 0.869 3.138
H: -2.901 -0.652 3.343
H: -3.307 -0.084 1.720
H: -0.465 3.879 3.108
H: -0.901 5.993 1.940
H: -2.525 6.074 0.072
H: -3.695 4.013 -0.637
H: -3.253 1.880 0.499
N: 1.441 2.025 1.386
H: 2.242 1.999 0.759
H: 1.791 2.350 2.281
H: 0.831 2.759 1.028
O: 0.674 0.519 -0.800
C: -0.525 0.192 -1.148
O: -1.297 -0.167 -0.173
C: -0.975 0.179 -2.524
C: -2.243 -0.325 -2.813
C: -2.675 -0.359 -4.124
C: -1.825 0.125 -5.098
C: -0.567 0.633 -4.840
C: -0.133 0.655 -3.529
N: -2.296 0.099 -6.515
O: -3.326 -0.498 -6.732
O: -1.534 0.531 -7.348
H: -2.873 -0.698 -2.017
H: -3.644 -0.749 -4.401
H: 0.041 0.997 -5.654
H: 0.847 1.039 -3.281

Here are the Mulliken charges for atoms 1 to 8, given in e: atom 1 (Zr): -0.645, atom 2 (C): -1.063, atom 3 (C): 0.644, atom 4 (N): -0.554, atom 5 (C): -0.601, atom 6 (C): 0.552, atom 7 (C): -1.095, atom 8 (O): -0.527

Most stable = *x*

*w*
DFT (ωB97M-V/def2-TZVPD) results for a molecular structure, C5H10O2S.

Results
HOMO level, eV: -9.28
Spin multiplicity: 1
Frontier orbital gap, eV: 7.934

Cartesian coordinates (Å):
C: -2.251 -0.531 -0.323
C: -0.869 0.290 0.026
C: 0.039 -0.095 1.253
C: 0.404 -0.307 -0.208
C: 1.503 0.390 -0.771
H: -2.142 -1.469 0.603
H: -2.222 -0.907 -1.452
H: -3.070 0.088 0.059
H: -2.159 1.980 -0.191
H: -0.010 -1.053 1.857
H: 0.850 0.556 1.694
H: 0.824 -2.295 0.053
H: 1.617 0.167 -1.881
H: 1.444 1.586 -0.734
H: 3.647 1.798 0.766
O: -0.942 1.661 -0.261
O: 0.119 -1.777 -0.414
S: 3.220 -0.082 -0.078

Here are the Mulliken charges for atoms 1 to 8, given in e: atom 1 (C): -1.129, atom 2 (C): 0.739, atom 3 (C): -0.999, atom 4 (C): 0.842, atom 5 (C): -1.027, atom 6 (H): 0.207, atom 7 (H): 0.227, atom 8 (H): 0.545

*x*
DFT (ωB97M-V/def2-TZVPD) results for a molecular structure, C5H10O2S.

Results
HOMO level (spin up / spin down), eV: -8.11 / -8.11
Spin multiplicity: 1
Frontier orbital gap (spin up / spin down), eV: 8.491 / 8.491

Cartesian coordinates (Å):
C: -2.175 1.161 1.189
C: 1.067 -1.135 -0.038
C: -0.269 -1.938 0.029
C: 0.752 0.155 -0.697
C: 1.506 1.492 -0.317
O: -2.150 0.319 -1.312
O: -1.235 -1.118 0.650
S: -1.430 0.346 -0.028
H: -2.835 1.950 0.976
H: -1.438 1.231 1.998
H: 1.398 -0.998 1.025
H: 1.985 -1.681 -0.456
H: -0.583 -2.246 -1.075
H: -0.135 -2.950 0.649
H: 0.544 0.009 -1.746
H: 1.414 1.672 0.815
H: 1.056 2.334 -0.968
H: 2.527 1.397 -0.693

Here are the Mulliken charges for atoms 1 to 8, given in e: atom 1 (C): -0.916, atom 2 (C): -0.439, atom 3 (C): -0.402, atom 4 (C): -0.313, atom 5 (C): -1.047, atom 6 (O): -0.668, atom 7 (O): -0.262, atom 8 (S): 0.907

Most stable = *x*

*w*
DFT (ωB97M-V/def2-TZVPD) results for 2 unconnected molecules or ions with the total composition C2H2NO4S2.

Results
HOMO level (spin up / spin down), eV: -3.28 / -3.28
Net charge: -1
Spin multiplicity: 1
Frontier orbital gap (spin up / spin down), eV: 6.658 / 6.659

Cartesian coordinates (Å):
C: -0.930 1.297 0.923
C: 0.214 -0.314 -0.129
N: 1.112 0.490 -0.778
O: -0.208 2.047 1.375
O: 2.124 1.135 -0.112
O: -1.891 0.837 0.508
O: 0.788 0.946 -1.920
S: -1.094 -0.890 -1.253
S: 0.643 -0.985 1.323
H: -0.240 -0.272 -2.202
H: 2.500 0.687 0.766

Here are the Mulliken charges for atoms 1 to 8, given in e: atom 1 (C): 0.773, atom 2 (C): -0.088, atom 3 (N): 0.550, atom 4 (O): -0.364, atom 5 (O): -0.451, atom 6 (O): -0.383, atom 7 (O): -0.811, atom 8 (S): -0.344

*x*
DFT (ωB97M-V/def2-TZVPD) results for 2 unconnected molecules or ions with the total composition C2H2NO4S2.

Results
HOMO level, eV: -3.88
Net charge: -1
Spin multiplicity: 1
Frontier orbital gap, eV: 7.219

Cartesian coordinates (Å):
C: 0.835 1.836 -0.447
C: 0.127 -1.161 -0.494
N: -0.438 -0.336 0.430
O: -0.018 2.272 -1.069
O: -1.804 -0.014 0.356
O: 1.751 1.570 0.257
O: -0.187 -0.620 1.773
S: 1.709 -1.718 -0.039
S: -0.503 -1.012 -2.053
H: 0.582 -1.178 1.822
H: -2.055 0.360 -0.537

Here are the Mulliken charges for atoms 1 to 8, given in e: atom 1 (C): 0.827, atom 2 (C): 0.150, atom 3 (N): 0.158, atom 4 (O): -0.379, atom 5 (O): -0.481, atom 6 (O): -0.416, atom 7 (O): -0.455, atom 8 (S): -0.551

Most stable = *x*

*w*
DFT (ωB97M-V/def2-TZVPD) results for 2 unconnected molecules or ions with the total composition C3H5BrS.

Results
HOMO level (spin up / spin down), eV: -8.69 / -8.97
Spin multiplicity: 1
Frontier orbital gap (spin up / spin down), eV: 6.773 / 8.534

Cartesian coordinates (Å):
C: -1.242 -0.249 0.796
C: -0.640 0.987 0.532
C: 1.241 -0.561 -0.928
S: -2.385 -1.066 -0.078
Br: 2.717 0.051 0.056
H: -0.890 -0.781 1.556
H: -0.933 1.684 -0.257
H: -0.030 1.462 1.259
H: 1.311 -1.614 -1.233
H: 0.850 0.087 -1.704

Here are the Mulliken charges for atoms 1 to 8, given in e: atom 1 (C): -0.146, atom 2 (C): -0.742, atom 3 (C): -0.643, atom 4 (S): -0.186, atom 5 (Br): -0.070, atom 6 (H): 0.406, atom 7 (H): 0.320, atom 8 (H): 0.337

*x*
DFT (ωB97M-V/def2-TZVPD) results for 2 unconnected molecules or ions with the total composition C3H5BrS.

Results
HOMO level, eV: -9.51
Spin multiplicity: 1
SMILES string: S=CBr.C=C
Frontier orbital gap, eV: 8.516

Cartesian coordinates (Å):
S: 2.513 -2.149 -0.210
C: 2.364 -1.492 1.253
Br: 1.905 0.406 1.527
H: 2.775 -1.954 2.128
C: -1.813 0.532 -1.304
C: -1.441 1.155 -0.187
H: -1.070 -0.058 -1.921
H: -2.772 0.724 -1.803
H: -2.043 1.742 0.337
H: -0.419 1.093 0.181

Here are the Mulliken charges for atoms 1 to 8, given in e: atom 1 (S): -0.131, atom 2 (C): -0.140, atom 3 (Br): -0.091, atom 4 (H): 0.349, atom 5 (C): -0.435, atom 6 (C): -0.177, atom 7 (H): 0.203, atom 8 (H): 0.234

*y*
DFT (ωB97M-V/def2-TZVPD) results for a molecular structure, C3H5BrS.

Results
HOMO level, eV: -8.63
Spin multiplicity: 1
Frontier orbital gap, eV: 8.103

Cartesian coordinates (Å):
C: 0.579 -1.629 0.653
C: -0.140 1.172 0.134
C: -0.364 -0.203 -0.268
S: 1.687 -2.250 -0.302
Br: -2.249 -0.911 0.036
H: -0.012 -1.913 1.575
H: -0.421 1.504 1.086
H: 0.991 1.257 -0.139
H: -0.492 1.922 -0.672
H: -0.067 -0.504 -1.298

Here are the Mulliken charges for atoms 1 to 8, given in e: atom 1 (C): -0.055, atom 2 (C): -0.877, atom 3 (C): -0.294, atom 4 (S): -0.228, atom 5 (Br): -0.197, atom 6 (H): 0.332, atom 7 (H): 0.329, atom 8 (H): 0.266

Most stable = *x*

*w*
DFT (ωB97M-V/def2-TZVPD) results for a molecular structure, C4H4O3S.

Results
HOMO level, eV: -10.11
Spin multiplicity: 1
Frontier orbital gap, eV: 9.519

Cartesian coordinates (Å):
C: -1.503 -0.097 1.591
C: -2.748 0.072 1.992
C: -0.182 -0.055 1.026
C: 0.029 0.017 -0.460
O: -2.584 -2.207 3.624
O: -3.393 -2.539 1.326
O: -0.757 -1.277 1.549
S: -2.864 -1.681 2.332
H: 0.626 0.329 1.645
H: 0.923 -0.543 -0.730
H: 0.159 1.055 -0.757
H: -0.824 -0.403 -0.989

Here are the Mulliken charges for atoms 1 to 8, given in e: atom 1 (C): 0.449, atom 2 (C): -0.854, atom 3 (C): 0.504, atom 4 (C): -1.169, atom 5 (O): -0.428, atom 6 (O): -0.418, atom 7 (O): -0.411, atom 8 (S): 0.992

*x*
DFT (ωB97M-V/def2-TZVPD) results for a single C4H4O3S molecule.

Results
HOMO level, eV: -9.17
Spin multiplicity: 1
SMILES string: O=CO[C@H](C=O)C=S
Frontier orbital gap, eV: 8.498

Cartesian coordinates (Å):
O: 1.932 -1.385 0.787
C: 1.354 -1.554 -0.254
O: 0.100 -1.075 -0.623
C: -0.630 -0.321 0.157
C: -2.123 -0.477 -0.243
O: -2.993 0.143 0.320
C: -0.222 1.058 0.248
S: 1.219 1.788 -0.197
H: 1.664 -2.296 -1.059
H: -0.448 -0.559 1.219
H: -2.435 -1.050 -1.147
H: -0.875 1.617 0.833

Here are the Mulliken charges for atoms 1 to 8, given in e: atom 1 (O): -0.429, atom 2 (C): 0.161, atom 3 (O): -0.277, atom 4 (C): 0.607, atom 5 (C): -0.057, atom 6 (O): -0.442, atom 7 (C): -0.695, atom 8 (S): -0.176

Most stable = *x*

*w*
DFT (ωB97M-V/def2-TZVPD) results for a molecular structure, C29H25BrIrN2P.

Results
HOMO level (spin up / spin down), eV: -17.44 / -17.44
Net charge: +3
Spin multiplicity: 2
Frontier orbital gap (spin up / spin down), eV: 7.097 / 5.123
⟨S²⟩: 0.77

Cartesian coordinates (Å):
Ir: -1.120 0.134 -0.209
N: -1.521 -1.992 -0.386
C: -0.546 -2.812 0.347
C: -0.889 -3.950 1.032
C: 0.122 -4.664 1.682
C: 1.441 -4.238 1.641
C: 1.776 -3.067 0.972
C: 0.770 -2.357 0.324
P: 0.954 -0.739 -0.374
C: 0.624 -0.675 -2.120
C: 0.642 0.581 -2.762
C: 0.361 0.662 -4.117
C: 0.069 -0.492 -4.832
C: 0.064 -1.743 -4.208
C: 0.329 -1.842 -2.859
C: 2.397 0.131 0.125
C: 2.483 0.607 1.442
C: 3.652 1.209 1.865
C: 4.729 1.329 0.988
C: 4.650 0.841 -0.311
C: 3.480 0.244 -0.754
H: -1.465 -2.202 -1.384
H: -2.466 -2.253 -0.104
H: -1.913 -4.306 1.060
H: -0.133 -5.565 2.224
H: 2.208 -4.807 2.149
H: 2.798 -2.707 0.965
H: 0.915 1.472 -2.209
H: 0.390 1.619 -4.621
H: -0.140 -0.425 -5.893
H: -0.127 -2.636 -4.789
H: 0.380 -2.818 -2.387
H: 1.654 0.481 2.131
H: 3.735 1.576 2.879
H: 5.641 1.803 1.327
H: 5.498 0.923 -0.976
H: 3.417 -0.136 -1.767
Br: -3.352 4.962 -2.074
C: -1.945 4.166 -1.141
C: -0.949 4.928 -0.536
C: 0.074 4.274 0.133
C: 0.080 2.895 0.194
N: -0.887 2.167 -0.386
C: -1.882 2.792 -1.046
H: -0.977 6.008 -0.591
H: 0.867 4.832 0.612
H: 0.863 2.352 0.705
H: -2.638 2.174 -1.519
C: -3.804 0.200 3.589
C: -2.420 0.108 3.811
C: -1.566 0.003 2.741
C: -2.105 0.040 1.424
C: -3.513 0.077 1.203
C: -4.348 0.192 2.287
H: -4.472 0.268 4.438
H: -2.033 0.115 4.821
H: -0.497 -0.056 2.896
H: -3.939 0.060 0.203
H: -5.419 0.255 2.145

Here are the Mulliken charges for atoms 1 to 8, given in e: atom 1 (Ir): 0.359, atom 2 (N): -0.474, atom 3 (C): 0.598, atom 4 (C): -0.880, atom 5 (C): -0.747, atom 6 (C): -0.800, atom 7 (C): -0.957, atom 8 (C): 0.387

*x*
DFT (ωB97M-V/def2-TZVPD) results for a molecular structure, C29H25BrIrN2P.

Results
HOMO level (spin up / spin down), eV: -17.35 / -17.33
Net charge: +3
Spin multiplicity: 2
Frontier orbital gap (spin up / spin down), eV: 5.469 / 5.042
⟨S²⟩: 1.25

Cartesian coordinates (Å):
Ir: -0.064 -1.014 -0.253
N: 0.826 -0.982 1.861
C: 0.776 0.264 2.613
C: 0.861 0.276 3.988
C: 0.824 1.498 4.658
C: 0.710 2.689 3.956
C: 0.607 2.669 2.571
C: 0.648 1.449 1.899
P: 0.343 1.308 0.157
C: 0.003 2.870 -0.605
C: 1.021 3.534 -1.297
C: 0.766 4.796 -1.808
C: -0.494 5.365 -1.673
C: -1.507 4.697 -0.991
C: -1.267 3.442 -0.462
C: 1.778 0.579 -0.645
C: 3.058 0.484 -0.067
C: 4.099 -0.021 -0.819
C: 3.883 -0.478 -2.132
C: 2.626 -0.430 -2.699
C: 1.560 0.105 -1.967
H: 1.791 -1.197 1.599
H: 0.504 -1.759 2.436
H: 0.977 -0.646 4.546
H: 0.886 1.511 5.738
H: 0.683 3.631 4.484
H: 0.500 3.591 2.014
H: 2.003 3.091 -1.411
H: 1.558 5.340 -2.305
H: -0.693 6.332 -2.114
H: -2.481 5.154 -0.881
H: -2.057 2.910 0.058
H: 3.230 0.841 0.942
H: 5.097 -0.052 -0.398
H: 4.717 -0.855 -2.708
H: 2.474 -0.760 -3.718
H: 0.603 0.277 -2.457
Br: 2.038 -6.046 -2.169
C: 0.753 -5.176 -1.136
C: -0.290 -5.869 -0.538
C: -1.209 -5.160 0.224
C: -1.071 -3.796 0.362
N: -0.055 -3.130 -0.219
C: 0.842 -3.809 -0.959
H: -0.380 -6.940 -0.663
H: -2.031 -5.667 0.711
H: -1.771 -3.219 0.950
H: 1.653 -3.251 -1.410
C: -4.724 -0.827 -0.697
C: -4.093 -0.579 0.541
C: -2.729 -0.483 0.586
C: -1.966 -0.742 -0.599
C: -2.606 -0.956 -1.846
C: -3.969 -1.016 -1.884
H: -5.806 -0.842 -0.749
H: -4.682 -0.441 1.438
H: -2.239 -0.246 1.523
H: -2.034 -1.109 -2.754
H: -4.474 -1.207 -2.822

Here are the Mulliken charges for atoms 1 to 8, given in e: atom 1 (Ir): 0.638, atom 2 (N): -0.448, atom 3 (C): 0.288, atom 4 (C): -0.712, atom 5 (C): -0.693, atom 6 (C): -0.818, atom 7 (C): -0.903, atom 8 (C): 0.212

Most stable = *w*